Entry w
Computed, not measured: a cluster of 2 separate species, C11H18 in total, with ωB97M-V/def2-TZVPD.

Last column: Löwdin charge in e.
Geometry (Å):
C: 0.428 2.886 1.075  -0.310
C: 1.386 3.403 2.175  -0.114
C: -0.079 4.038 0.196  -0.133
H: 0.966 2.224 0.403  0.097
H: -0.446 2.494 1.581  0.081
H: 1.155 2.940 3.134  0.062
H: 0.694 4.420 -0.475  0.070
H: 1.297 4.482 2.325  0.063
H: 2.419 3.202 1.902  0.063
H: -0.870 3.693 -0.477  0.063
H: -0.465 4.886 0.762  0.067
C: -1.457 -0.186 0.267  -0.211
C: -2.410 -0.877 1.259  -0.092
C: -0.485 -1.115 -0.395  -0.241
C: 0.674 -1.542 0.237  -0.048
C: -0.706 -1.534 -1.716  -0.047
C: 1.539 -2.422 -0.396  -0.091
C: 0.178 -2.368 -2.369  -0.089
C: 1.317 -2.821 -1.706  -0.096
H: -2.073 0.319 -0.469  0.106
H: -0.916 0.537 0.859  0.071
H: -1.840 -1.262 2.106  0.071
H: 0.963 -1.165 1.212  0.114
H: -1.596 -1.153 -2.204  0.109
H: 2.470 -2.735 0.052  0.099
H: -0.075 -2.774 -3.340  0.100
H: 2.013 -3.468 -2.200  0.093
H: -2.901 -1.770 0.855  0.075
H: -3.207 -0.201 1.568  0.068

Kohn-Sham gap: 9.92 eV
SMILES: CCc1ccccc1.CCC



Entry x
Computed, not measured: a cluster of 2 separate species, C11H18 in total, with ωB97M-V/def2-TZVPD.

Last column: Löwdin charge in e.
Geometry (Å):
C: 2.044 -0.620 0.008  -0.110
C: 3.215 -1.422 -0.048  -0.059
C: 4.472 -0.737 -0.186  -0.067
C: 4.412 0.710 -0.051  -0.084
C: 3.181 1.333 -0.032  -0.104
C: 1.932 0.750 0.098  -0.057
C: -2.304 -0.085 -0.058  -0.772
C: -2.946 -0.716 1.239  -0.062
C: -0.925 -0.502 -0.204  -0.166
C: -2.149 1.464 0.093  -0.104
C: -3.196 -0.296 -1.296  -0.082
H: 1.222 -1.163 0.137  0.013
H: 3.170 -2.532 -0.164  0.108
H: 5.476 -1.220 0.084  0.116
H: 5.372 1.071 0.021  0.065
H: 3.240 2.381 0.229  0.099
H: 1.093 1.226 0.317  0.049
H: -2.321 -1.772 1.209  0.118
H: -2.460 0.097 2.067  0.118
H: -4.159 -0.713 1.325  0.116
H: -0.571 0.016 -1.159  0.120
H: -0.392 -0.302 0.677  0.053
H: -0.793 -1.634 -0.370  0.124
H: -1.385 1.819 -0.701  0.097
H: -1.723 1.499 1.132  0.061
H: -3.066 2.219 0.139  0.118
H: -4.224 0.217 -0.969  0.109
H: -2.678 0.266 -2.165  0.106
H: -3.538 -1.354 -1.373  0.078

Kohn-Sham gap: 10.01 eV
SMILES: CC(C)(C)C.c1ccccc1



In kJ/mol, relative to the most stable structure: entry w 0.0; entry x 364.2.



Entry w
Computed, not measured: a cluster of 2 separate species, C11H18 in total, with ωB97M-V/def2-TZVPD.

Last column: Löwdin charge in e.
Geometry (Å):
C: 3.520 -0.100 -1.701  -0.068
C: 1.179 1.326 0.995  -0.112
C: 2.097 0.514 0.308  -0.071
C: 0.548 2.340 0.357  -0.143
C: 2.581 0.793 -0.946  -0.324
C: 1.002 2.727 -0.875  -0.061
C: 2.060 1.952 -1.537  -0.019
H: 0.978 1.048 2.031  0.107
H: 2.563 -0.474 0.705  0.138
H: -0.335 2.773 0.818  0.109
H: 0.617 3.601 -1.436  0.106
H: 3.385 -1.135 -1.262  0.086
H: 4.615 0.110 -1.807  0.088
H: 2.408 2.221 -2.478  0.078
H: 3.155 -0.192 -2.762  0.087
C: -1.813 -1.147 0.742  -0.536
C: -2.683 -0.447 1.748  -0.104
C: -2.263 -2.627 0.763  -0.121
C: -1.843 -0.654 -0.623  -0.125
H: -0.612 -1.083 1.089  0.172
H: -3.527 -0.948 2.146  0.048
H: -3.087 0.453 1.406  0.050
H: -3.377 -2.867 0.786  0.088
H: -1.717 -3.182 -0.061  0.079
H: -1.908 -3.061 1.824  0.110
H: -1.614 0.389 -0.626  0.062
H: -1.051 -1.106 -1.232  0.088
H: -2.753 -0.895 -1.126  0.080
H: -2.124 -0.327 2.755  0.109

Kohn-Sham gap: 9.96 eV
SMILES: Cc1ccccc1.CC(C)C



Entry x
Computed, not measured: a cluster of 2 separate species, C11H18 in total, with ωB97M-V/def2-TZVPD.

Last column: Löwdin charge in e.
Geometry (Å):
C: -2.467 2.481 -0.501  -0.049
C: -0.078 2.669 0.099  -0.099
C: -1.244 1.926 0.237  -0.232
C: 1.041 2.467 0.861  -0.054
C: 1.040 1.503 1.960  0.004
C: -1.177 0.813 1.152  -0.062
C: -0.078 0.588 1.863  -0.101
H: -0.103 3.442 -0.614  0.094
H: 1.856 2.983 0.486  0.073
H: -2.577 2.412 -1.610  0.089
H: -2.495 3.617 -0.184  0.122
H: 1.726 1.366 2.631  0.028
H: -2.102 0.484 1.313  0.066
H: 0.121 -0.243 2.530  0.103
H: -3.310 2.067 -0.099  0.021
C: 0.672 -2.297 -1.002  -0.441
C: 1.181 -3.261 0.128  -0.111
C: 1.680 -2.060 -2.078  -0.113
C: -0.680 -2.948 -1.584  -0.046
H: 0.481 -1.339 -0.500  0.104
H: 1.977 -3.000 0.853  0.058
H: 1.547 -2.870 -2.717  0.039
H: 1.593 -1.133 -2.621  0.068
H: 2.821 -2.200 -1.970  0.107
H: -0.596 -3.641 -2.326  0.033
H: -1.143 -3.412 -0.654  0.078
H: -1.155 -2.062 -1.883  0.049
H: 1.834 -4.079 -0.192  0.054
H: 0.188 -3.679 0.744  0.119

Kohn-Sham gap: 9.61 eV
SMILES: Cc1ccccc1.CC(C)C



In kJ/mol, relative to the most stable structure: entry w 0.0; entry x 167.2.



Entry w
Computed, not measured: a cluster of 2 separate species, C11H18 in total, with ωB97M-V/def2-TZVPD.

Last column: Löwdin charge in e.
Geometry (Å):
C: 1.297 1.774 0.653  -0.484
C: -0.212 1.702 0.717  -0.088
C: 1.870 1.705 -0.742  -0.094
C: 1.755 2.998 1.470  -0.091
H: 1.869 1.004 1.216  0.133
H: -0.618 2.714 0.778  0.078
H: 1.612 2.542 -1.416  0.086
H: 2.954 1.817 -0.774  0.074
H: 1.630 0.795 -1.232  0.055
H: 1.348 3.911 0.974  0.096
H: 1.476 2.868 2.509  0.080
H: 2.752 3.130 1.499  0.024
H: -0.541 1.040 1.520  0.075
H: -0.699 1.276 -0.177  0.066
C: -2.850 -1.087 0.612  -0.043
C: -0.463 -2.111 -2.106  -0.120
C: 0.443 -2.954 -1.513  -0.094
C: -1.472 -1.400 -1.504  -0.059
C: -1.599 -1.509 -0.115  -0.317
C: 0.302 -2.994 -0.124  -0.096
C: -0.721 -2.328 0.559  -0.071
H: -0.442 -2.006 -3.251  0.128
H: 1.341 -3.333 -1.993  0.104
H: -2.121 -0.761 -1.961  0.084
H: 1.069 -3.523 0.466  0.105
H: -2.828 0.113 0.616  0.118
H: -2.693 -1.241 1.650  0.054
H: -0.814 -2.642 1.636  0.126
H: -3.645 -1.502 0.037  0.073

Kohn-Sham gap: 10.08 eV
SMILES: Cc1ccccc1.CC(C)C



Entry x
Computed, not measured: a cluster of 2 separate species, C11H18 in total, with ωB97M-V/def2-TZVPD.

Last column: Löwdin charge in e.
Geometry (Å):
C: -0.028 -1.232 3.635  -0.125
C: 0.443 -1.899 2.323  -0.308
C: -0.218 -1.194 1.124  -0.232
C: 0.423 -1.738 -0.187  -0.261
C: -0.026 -1.309 -1.520  -0.153
C: 0.421 0.891 -0.785  -0.150
C: 1.175 2.055 -1.100  -0.048
C: 0.663 3.222 -1.649  -0.084
C: -0.680 3.171 -2.116  -0.078
C: -1.413 1.986 -1.928  -0.060
C: -0.882 0.872 -1.273  -0.126
H: 0.610 -0.217 3.737  0.114
H: -1.192 -1.094 3.196  0.116
H: -0.123 -1.684 4.625  0.044
H: 0.098 -3.022 2.186  0.148
H: 1.461 -1.848 2.405  0.059
H: -1.320 -1.429 1.223  0.121
H: -0.211 -0.049 1.139  0.124
H: 0.668 -2.848 -0.178  0.141
H: 1.393 -1.351 -0.090  0.090
H: 0.104 -0.302 -1.547  -0.075
H: 0.565 -1.713 -2.332  0.102
H: -1.111 -1.493 -1.827  0.122
H: 0.780 0.084 -0.285  0.020
H: 2.236 2.018 -0.832  0.106
H: 1.318 4.058 -1.879  0.098
H: -1.146 4.008 -2.609  0.091
H: -2.419 2.006 -2.310  0.097
H: -1.585 0.050 -1.146  0.108

Kohn-Sham gap: 9.40 eV
SMILES: c1ccccc1.CCCCC



Entry y
Computed, not measured: a cluster of 2 separate species, C11H18 in total, with ωB97M-V/def2-TZVPD.

Last column: Löwdin charge in e.
Geometry (Å):
C: -2.444 1.054 -0.191  -0.467
C: -2.854 1.879 -1.405  -0.089
C: -1.108 1.569 0.329  -0.102
C: -3.434 1.096 0.967  -0.108
H: -2.416 -0.008 -0.466  0.124
H: -3.870 2.276 -1.386  0.072
H: -2.646 1.485 -2.405  0.069
H: -1.042 2.647 0.501  0.081
H: -0.857 1.194 1.333  0.080
H: -0.239 1.366 -0.281  0.041
H: -4.342 0.520 0.779  0.073
H: -3.050 0.525 1.825  0.073
H: -3.647 2.068 1.404  0.079
H: -2.201 2.764 -1.511  0.071
C: 3.906 -1.888 1.392  -0.075
C: 0.780 -0.963 -1.430  -0.100
C: 1.767 -0.035 -1.113  -0.124
C: 0.741 -2.067 -0.598  -0.102
C: 2.729 -0.251 -0.153  -0.045
C: 1.623 -2.270 0.441  -0.056
C: 2.738 -1.438 0.625  -0.276
H: 0.074 -0.916 -2.244  0.104
H: 1.851 0.838 -1.757  0.106
H: -0.058 -2.787 -0.768  0.103
H: 3.548 0.426 0.060  0.111
H: 1.500 -3.038 1.199  0.110
H: 3.883 -2.884 1.833  0.076
H: 4.234 -1.243 2.220  0.083
H: 4.835 -1.920 0.801  0.088

Kohn-Sham gap: 9.90 eV
SMILES: Cc1ccccc1.CC(C)C



Entry z
Computed, not measured: a cluster of 2 separate species, C11H18 in total, with ωB97M-V/def2-TZVPD.

Last column: Löwdin charge in e.
Geometry (Å):
C: -1.247 -1.171 -0.279  -0.458
C: -0.795 -0.887 -1.717  -0.096
C: -2.769 -1.050 -0.189  -0.083
C: -0.642 -2.496 0.193  -0.071
H: -0.856 -0.350 0.308  0.082
H: 0.239 -1.147 -1.915  0.068
H: -3.345 -1.909 -0.526  0.075
H: -3.085 -0.720 0.801  0.073
H: -3.073 -0.236 -0.848  0.068
H: 0.122 -2.314 0.926  0.049
H: -1.291 -3.154 0.782  0.074
H: -0.163 -3.068 -0.603  0.072
H: -0.978 0.163 -1.933  0.062
H: -1.392 -1.364 -2.508  0.081
C: 2.874 -0.164 0.835  -0.056
C: 0.732 2.430 -0.782  -0.106
C: -0.211 2.733 0.190  -0.098
C: 1.750 1.508 -0.590  -0.048
C: 1.705 0.749 0.591  -0.286
C: -0.097 2.125 1.429  -0.084
C: 0.756 1.032 1.545  -0.083
H: 0.496 2.739 -1.802  0.106
H: -0.865 3.584 0.050  0.102
H: 2.579 1.505 -1.282  0.112
H: -0.851 2.312 2.179  0.102
H: 2.705 -1.149 1.284  0.075
H: 3.594 0.301 1.507  0.081
H: 0.692 0.403 2.422  0.116
H: 3.419 -0.407 -0.069  0.069

Kohn-Sham gap: 10.04 eV
SMILES: Cc1ccccc1.CC(C)C



In kJ/mol, relative to the most stable structure: entry w 71.9; entry x 500.8; entry y 11.5; entry z 0.0.